Below is the molecule C4H4ClNO2, with properties calculated with ωB97M-V/def2-TZVPD.

Positions of all 12 atoms, in Å:
C: -0.5258 -0.3295 1.1903
C: -1.1034 -1.4104 1.6558
C: -0.0171 -0.2616 -0.2171
C: 0.9710 1.0630 -1.9723
H: -1.2325 -2.2133 0.9736
H: -1.4505 -1.5222 2.6759
H: 0.9059 1.6163 0.0119
H: 0.6316 0.2352 -2.4737
N: 0.5673 0.9254 -0.6426
O: -0.2377 -1.1774 -0.9981
O: 1.6126 2.0187 -2.3989
Cl: -0.1215 1.0559 2.1953

E_LUMO in Ha: -0.0156
Charge: 0
Energy relative to the best compared isomer or geometry (same formula, charge and spin) in kcal/mol: 1.4
E in Ha: -820.2461
Highest occupied orbital energy in eV: -10.47